# 1
DFT (ωB97M-V/def2-TZVPD) results for a molecular structure, C20H62AsF6N4O11.

## Properties
- Frontier orbital gap (alpha / beta): 0.2818 / 0.0864 Eh
- Highest occupied orbital energy (alpha / beta): -8.21 / -8.21 eV
- <S²>: 0.755
- Lowest unoccupied orbital energy (alpha / beta): -0.542 / -5.858 eV

Geometry as ORCA input:
```
! wB97M-V def2-TZVPD RIJCOSX def2/J DEFGRID3
* xyz 0 2
As 0.20635 0.02844 1.59818
F 0.52787 -1.63316 2.18278
F -1.50217 0.03908 2.18248
F -0.02629 1.68720 1.02001
F 1.95967 0.07759 1.20784
F -0.19966 -0.54345 0.02278
F 0.69387 0.61760 3.23426
C -1.04265 -3.48533 4.97688
C -1.19170 -1.97283 5.31938
C -2.20355 -1.38172 6.47022
O -2.14878 -0.04529 6.49096
C -2.98434 0.60917 5.53456
N 0.11938 -1.49911 5.63420
H -2.02623 -3.87005 4.70734
H -0.63168 -4.08398 5.78980
H -0.45706 -3.66189 4.07466
H -1.47305 -1.47537 4.39123
H -1.91639 -1.84505 7.41413
H -3.22747 -1.74621 6.38756
H -2.77979 0.26859 4.51954
H -2.73394 1.67000 5.53031
H -4.03940 0.68378 5.79801
H 0.24892 -0.49982 5.56536
H 0.79774 -1.90201 5.00366
C -1.97492 1.52200 -1.73566
C -2.07053 2.99720 -2.40195
C -2.32829 3.13655 -3.95406
O -1.31348 2.54072 -4.82145
C -0.00336 3.12124 -4.66481
N -3.26779 3.48254 -1.86679
H -2.87658 0.91173 -1.78739
H -1.72023 1.55057 -0.67623
H -1.17969 1.09183 -2.34449
H -1.21696 3.59765 -2.08730
H -2.57390 4.16301 -4.22637
H -3.16656 2.46280 -4.13147
H -0.07141 4.20342 -4.77598
H 0.65239 2.75721 -5.45575
H 0.34354 3.04990 -3.63395
H -3.10252 3.58264 -0.87544
H -3.95343 2.74409 -1.93541
C -0.46694 -2.28242 -3.29418
C -1.38771 -2.47717 -4.48065
C -1.95479 -1.11311 -4.79953
O -2.42451 -1.05471 -6.11022
C -2.79673 0.24877 -6.49044
N -0.50024 -2.86949 -5.52984
H 0.07598 -3.20762 -3.10088
H -0.95766 -2.00478 -2.36133
H 0.23325 -1.48310 -3.53692
H -2.15702 -3.20781 -4.23080
H -1.21477 -0.31568 -4.73180
H -2.76513 -0.76745 -4.15767
H -3.48316 0.18977 -7.33509
H -1.95624 0.90989 -6.70165
H -3.41712 0.66708 -5.69783
H 0.32512 -2.34137 -5.28495
H -0.80274 -2.53417 -6.43326
C 2.78104 -3.08038 0.15276
C 4.14192 -2.50449 0.62363
C 5.28555 -3.55550 0.45862
O 4.82667 -4.81005 1.02170
C 5.49917 -5.98279 0.43977
N 4.37038 -1.25290 -0.08736
H 1.89814 -2.44927 0.25421
H 2.50073 -3.92826 0.77775
H 2.79112 -3.50417 -0.85144
H 4.12056 -2.22748 1.67763
H 6.18297 -3.26777 1.00628
H 5.59236 -3.79369 -0.55982
H 6.52064 -6.27860 0.67895
H 5.48878 -5.78089 -0.63131
H 4.98128 -6.89016 0.75056
H 4.25588 -1.50864 -1.05772
H 3.59637 -0.65054 0.15386
C -2.14371 4.51564 2.88994
C -2.18786 3.83854 1.58050
O -2.89401 4.67628 0.58726
O -1.36732 5.64454 2.89479
H -1.78258 3.93420 3.73823
H -3.18303 4.76592 3.10272
H -2.63012 2.84244 1.56315
H -1.14653 3.63975 1.32712
H -2.94990 5.52608 1.03035
H -1.64583 6.12882 3.67550
C 1.76882 1.04615 -1.86274
C 2.99081 1.79741 -2.59713
O 4.04411 0.82966 -2.81365
O 1.98499 -0.35665 -1.67205
H 0.86548 1.14716 -2.46429
H 1.51811 1.45664 -0.88461
H 3.19394 2.68081 -1.99178
H 2.76722 2.13779 -3.60819
H 3.56246 -0.00076 -2.81532
H 1.30387 -0.74745 -1.11981
O 2.27069 2.83816 3.41830
H 1.86894 3.57086 2.95142
H 1.62735 2.13214 3.35590
O 3.71774 0.24837 3.25361
H 2.85031 0.08642 2.88274
H 3.92695 -0.55291 3.73362
O -4.20513 -0.69965 2.05203
H -4.16310 -0.03142 1.36796
H -3.29178 -0.93731 2.21181
*
```

---

# 2
DFT (ωB97M-V/def2-TZVPD) results for 8 unconnected molecules or ions with the total composition C20H62O26P6.

## Properties
- Frontier orbital gap: 0.3789 Eh
- Highest occupied orbital energy: -10.26 eV
- Lowest unoccupied orbital energy: 0.053 eV
- ΔE to the lowest compared entry with this formula, charge and spin: 4.883 eV

Geometry as ORCA input:
```
! wB97M-V def2-TZVPD RIJCOSX def2/J DEFGRID3
* xyz 0 1
C -1.12484 -9.01118 -3.11851
O -1.80982 -9.03999 -1.89166
P -1.21309 -8.17276 -0.66276
O 0.25112 -8.15669 -0.55777
O -1.94125 -6.71823 -0.89106
C -3.35060 -6.64927 -0.91705
O -1.96288 -8.86254 0.57589
C -1.43911 -9.99964 1.28276
H -0.34335 -8.25719 -3.21277
H -1.79107 -8.82565 -3.96101
H -0.71593 -9.98691 -3.38087
H -3.74527 -7.58539 -1.31202
H -3.67670 -5.83343 -1.56216
H -3.78055 -6.45125 0.06480
H -1.83069 -9.98193 2.29984
H -0.35639 -9.91374 1.37464
H -1.66119 -10.95703 0.81140
C 4.70508 4.12670 0.67901
O 5.02145 2.75660 0.50332
P 3.81454 1.67730 0.30457
O 2.77845 2.04584 -0.66432
O 4.69073 0.39153 -0.11033
C 5.24977 0.26150 -1.41484
O 3.28107 1.45328 1.81019
C 4.11261 0.79328 2.72220
H 5.05849 4.33145 1.68959
H 3.65586 4.42148 0.66034
H 5.24583 4.85094 0.06978
H 4.93306 1.05665 -2.08977
H 4.85101 -0.55046 -2.02295
H 6.32882 0.10794 -1.42773
H 3.94395 1.17117 3.73059
H 5.17843 0.82372 2.49595
H 3.83393 -0.26046 2.73108
C -1.97734 5.46012 -1.09208
O -3.09251 5.97400 -0.48886
P -3.01194 6.92003 0.79646
O -2.08779 8.06957 0.69556
O -4.56123 7.31550 1.09381
C -5.62115 6.40011 0.95840
O -2.69452 5.88083 1.99530
C -1.46620 5.12999 1.98542
H -2.05924 5.66390 -2.15973
H -1.98705 4.37167 -1.03477
H -1.04745 5.86291 -0.69064
H -5.34923 5.42937 0.54388
H -6.32365 6.75337 0.20356
H -6.20109 6.26966 1.87205
H -0.56285 5.55491 1.54782
H -1.69932 4.12785 1.62557
H -1.22506 4.88065 3.01875
C -2.66671 8.60389 -6.12664
O -3.24074 7.97978 -7.26565
P -2.49400 6.74994 -7.92053
O -1.03348 6.95842 -8.13863
O -2.89576 5.55585 -6.87108
C -2.28510 4.33437 -7.03293
O -3.47373 6.50871 -9.26659
C -3.25233 7.25913 -10.45525
H -3.33157 8.53963 -5.26528
H -2.33564 9.64113 -6.17781
H -1.72651 8.14423 -5.82193
H -1.62666 4.25093 -7.89759
H -3.05859 3.57218 -7.12713
H -1.69204 4.20388 -6.12776
H -2.35375 7.85321 -10.28873
H -4.05077 7.97709 -10.64264
H -3.10625 6.61115 -11.31948
C -1.67352 -2.08098 10.39837
O -0.62867 -1.19422 10.51880
P 0.23516 -0.53312 9.24789
O 1.55004 -1.12544 8.96193
O -0.78920 -0.66690 7.97156
C -0.50340 0.10997 6.86347
O 0.35186 1.03098 9.67271
C -0.79586 1.82028 9.92543
H -2.12468 -2.07681 9.40613
H -2.49845 -1.68324 10.98946
H -1.21176 -3.03278 10.66096
H 0.33248 0.79616 6.99964
H -1.45051 0.57484 6.58966
H -0.27093 -0.59103 6.06181
H -1.05373 1.59525 10.96031
H -1.56222 1.55846 9.19588
H -0.50545 2.87032 9.89117
C 4.25898 -4.94180 -1.54999
O 4.82484 -5.72100 -0.53664
P 5.25192 -5.03412 0.92559
O 5.65655 -6.01389 1.92012
O 3.95345 -4.17560 1.45175
C 2.92811 -4.62285 2.35715
O 6.36167 -3.90390 0.52226
C 6.90684 -3.11151 1.57111
H 4.99608 -4.46129 -2.19334
H 3.70053 -4.11384 -1.11329
H 3.63617 -5.45726 -2.28109
H 1.96622 -4.48389 1.86363
H 2.97105 -4.16981 3.34761
H 2.96131 -5.67944 2.62287
H 7.84053 -3.54418 1.93045
H 6.26302 -2.93803 2.43338
H 7.17395 -2.15489 1.12208
C -0.25772 -1.26117 -0.86406
O -0.78479 -0.23719 -1.66733
H -0.52277 -2.27208 -1.17377
H 0.83141 -1.22057 -0.84860
H -0.42428 -1.13195 0.20536
H -0.09261 0.42617 -1.71675
C -2.98889 -2.80775 -5.34646
O -3.30929 -3.52096 -6.53138
H -2.57932 -3.43663 -4.55598
H -2.29891 -1.99784 -5.58326
H -3.97483 -2.39192 -5.13884
H -3.25079 -2.85573 -7.22105
*
```

---

# 3
DFT (ωB97M-V/def2-TZVPD) results for 10 unconnected molecules or ions with the total composition C20H64N4O10.

## Properties
- Frontier orbital gap: 0.3366 Eh
- Highest occupied orbital energy: -8.96 eV
- Lowest unoccupied orbital energy: 0.197 eV
- ΔE to the lowest compared entry with this formula, charge and spin: 1.812 eV

Geometry as ORCA input:
```
! wB97M-V def2-TZVPD RIJCOSX def2/J DEFGRID3
* xyz 0 1
C -3.14125 -2.60477 10.80948
O -3.50280 -2.35741 9.41216
C -4.42372 -3.27953 8.98189
C -4.80459 -3.17882 7.49158
C -5.36927 -1.78130 7.12803
N -5.85193 -4.20769 7.26692
H -2.43760 -1.82906 11.11155
H -2.77914 -3.61510 10.99980
H -4.09071 -2.47131 11.32796
H -4.03870 -4.27788 9.18959
H -5.35566 -3.08320 9.51203
H -3.97535 -3.30694 6.79584
H -4.66640 -0.95546 7.23782
H -6.29799 -1.62664 7.67727
H -5.61879 -1.83844 6.06851
H -5.85314 -4.92174 7.98123
H -5.62869 -4.77374 6.46079
C -0.93943 8.88073 -7.09667
O -0.13939 8.47554 -5.99605
C -0.73857 7.31614 -5.23818
C 0.20734 6.87542 -4.05994
C 0.03634 5.39809 -3.58494
N -0.06511 7.75794 -2.94078
H -1.96969 9.02695 -6.77219
H -0.99231 8.00644 -7.74546
H -0.60365 9.78055 -7.61212
H -1.72305 7.59309 -4.86110
H -0.93143 6.51560 -5.95235
H 1.24380 7.08083 -4.32764
H 0.54990 5.28689 -2.62995
H 0.42018 4.68161 -4.31118
H -1.02917 5.21789 -3.44244
H -0.03398 7.15724 -2.12943
H -1.04566 7.99631 -2.89829
C 5.87875 -0.36872 1.89108
O 6.06218 0.39003 0.68482
C 5.98417 -0.47265 -0.47439
C 6.38095 0.27425 -1.80003
C 5.29412 1.33268 -2.20781
N 6.50832 -0.61396 -2.95636
H 4.94665 -0.93286 1.92311
H 6.00880 0.16478 2.83265
H 6.62531 -1.16165 1.93605
H 6.72014 -1.24589 -0.25410
H 5.00757 -0.95648 -0.45827
H 7.28409 0.82484 -1.53679
H 4.31665 0.86471 -2.32469
H 5.56360 1.99263 -3.03240
H 5.14102 1.95893 -1.32891
H 6.72754 -0.10501 -3.80076
H 7.22319 -1.28403 -2.71127
C 4.71027 -7.18143 -5.74141
O 3.83752 -6.19047 -6.24398
C 3.00902 -5.69217 -5.27125
C 2.22952 -4.44217 -5.74338
C 1.27368 -3.80324 -4.74001
N 1.38916 -4.89906 -6.84015
H 5.35888 -7.61616 -6.50194
H 4.14434 -7.97269 -5.24974
H 5.37410 -6.76217 -4.98533
H 2.25790 -6.45849 -5.07974
H 3.50823 -5.40158 -4.34687
H 2.85016 -3.59309 -6.02970
H 0.58794 -4.53262 -4.30890
H 0.65466 -3.01357 -5.16584
H 1.83122 -3.39439 -3.89734
H 1.92257 -5.26498 -7.61584
H 0.80219 -5.67569 -6.57105
C -4.88914 1.25432 -3.50267
O -5.21822 2.39997 -4.15370
H -3.82479 1.25932 -3.26766
H -5.56134 1.10463 -2.65778
H -5.13834 0.39376 -4.12350
H -5.35586 3.13856 -3.55609
C -0.42019 -0.18210 1.48713
O -1.44455 0.08001 2.44616
H 0.45296 0.45488 1.62843
H -0.18898 -1.24674 1.45278
H -0.86627 -0.05488 0.50076
H -1.11587 0.17590 3.34303
C -3.56372 -4.99340 1.33198
O -4.44417 -6.02793 1.58486
H -3.24033 -4.80617 0.30803
H -3.98082 -4.08906 1.77502
H -2.60469 -5.19915 1.80740
H -5.04344 -6.23724 0.86467
C 0.51761 4.93521 3.95794
O 0.50155 5.65438 2.73621
H 0.54393 3.87396 3.71065
H 1.34562 5.20904 4.61178
H -0.45629 5.12004 4.41122
H 1.00538 6.47026 2.78195
O -3.19159 3.49160 0.80633
H -2.56613 4.03902 1.28105
H -2.92728 2.59422 1.00899
O -0.19970 -0.06719 6.82916
H -0.67413 -0.31962 7.62126
H 0.72398 -0.13168 7.07183
*
```

---

# 4
DFT (ωB97M-V/def2-TZVPD) results for 12 unconnected molecules or ions with the total composition C20H64N8O12.

## Properties
- Frontier orbital gap: 0.2880 Eh
- Highest occupied orbital energy: -8.26 eV
- Lowest unoccupied orbital energy: -0.425 eV
- ΔE to the lowest compared entry with this formula, charge and spin: 9.468 eV

Geometry as ORCA input:
```
! wB97M-V def2-TZVPD RIJCOSX def2/J DEFGRID3
* xyz 0 1
N 3.32077 3.29174 2.95696
C 2.79726 3.40645 1.77793
N 2.55193 2.25263 1.35271
O 2.57582 4.53894 1.16158
H 3.77624 4.13478 3.29686
H 3.82278 2.46010 3.28153
H 2.05705 2.02057 0.46217
H 3.02909 1.48383 1.80273
N 3.27387 -1.99994 2.48522
C 2.26181 -1.23505 2.51683
N 1.37910 -1.55914 1.64694
O 2.34886 -0.09506 3.21601
H 4.12477 -1.80230 3.08089
H 3.30888 -2.81916 1.85982
H 0.48544 -1.07695 1.46455
H 1.32834 -2.48459 1.15762
N 0.59396 -3.41939 -1.02945
C 0.29004 -3.82855 0.10276
N 1.32818 -4.09374 0.83256
O -0.93595 -3.79290 0.64608
H -0.18061 -3.16797 -1.66169
H 1.36077 -3.80076 -1.59987
H 1.24803 -4.25667 1.81729
H 2.31342 -4.18022 0.49043
N 4.66225 -0.74327 -0.94138
C 3.67484 -1.54283 -1.37945
N 2.49909 -1.41137 -0.74920
O 3.81472 -2.39987 -2.44547
H 5.52389 -0.74833 -1.52854
H 4.64135 -0.24081 -0.01460
H 1.76196 -2.17009 -0.90319
H 2.40045 -1.12732 0.21073
C -4.61462 -0.14874 -0.72368
C -3.93977 -1.39323 -0.25980
C -3.23355 -2.17973 -1.34908
O -3.27656 -1.29479 0.81309
H -5.17517 -0.45760 -1.62454
H -3.91486 0.65723 -0.99244
H -5.31966 0.23850 0.07601
H -4.73727 -2.01068 0.04927
H -2.72200 -3.03881 -0.90894
H -2.40125 -1.62817 -1.78602
H -3.95831 -2.46465 -2.07155
H -3.14137 -2.19207 1.14233
C -1.90243 -5.10551 -2.42502
C -1.15082 -4.39946 -3.53774
C -1.88028 -4.45870 -4.91212
O -0.91241 -3.19756 -3.33847
H -1.94977 -6.12084 -2.77238
H -2.88816 -4.72124 -2.35923
H -1.46511 -5.10852 -1.44427
H -0.20227 -4.95569 -3.68422
H -2.89185 -4.02682 -4.89865
H -1.99999 -5.39890 -5.30293
H -1.25954 -3.99239 -5.71963
H -0.05006 -2.92098 -3.73500
C 0.31859 6.04873 3.17521
C -1.11820 5.54830 3.67093
C -1.96972 4.86589 2.55481
O -1.06077 4.76679 4.62376
H 0.88801 5.31907 2.59732
H 0.90200 6.46619 3.96870
H 0.13645 6.85609 2.48298
H -1.65667 6.40667 4.12156
H -1.73833 5.29752 1.60321
H -3.03310 5.21123 2.66312
H -1.82593 3.82650 2.51872
H -1.95778 4.73053 5.00187
C -0.47045 0.20161 -1.64985
C -0.26341 0.61395 -0.14183
C -0.77495 2.10541 0.03340
O -0.79567 -0.15201 0.69909
H 0.06201 -0.67960 -1.86772
H -0.00228 0.87041 -2.34224
H -1.49582 0.12580 -1.94236
H 0.75808 0.54860 0.07176
H -0.69017 2.43194 1.09067
H -1.82959 2.23059 -0.17562
H -0.23610 2.86248 -0.56489
H -1.65508 -0.41302 0.37881
C 1.61751 -1.36777 -4.59340
O 1.65570 -2.70659 -4.07878
H 2.55318 -1.15062 -5.08357
H 1.60973 -0.61909 -3.78582
H 0.76650 -1.04365 -5.21520
H 2.51857 -2.78839 -3.67857
C -0.43371 1.47573 3.55038
O 0.40198 2.60207 3.61240
H -1.52369 1.70799 3.60155
H -0.05754 0.75107 4.25193
H -0.33178 0.98903 2.62186
H 1.12686 2.38251 3.00241
C -4.33434 2.48096 1.51039
O -3.19172 1.70533 1.83156
H -5.27896 2.18254 2.04241
H -4.52661 2.34494 0.40216
H -4.11314 3.55191 1.58151
H -3.25541 0.85423 1.31934
C 3.83646 2.17713 -1.58867
O 2.63256 1.47185 -1.36415
H 3.63838 3.24154 -1.85398
H 4.48048 1.63077 -2.27698
H 4.41875 2.19090 -0.71686
H 2.84778 0.57255 -1.26565
*
```

---

Number 1: F_max 2.9 eV/Å. Number 2: F_max 4.8 eV/Å. Number 3: F_max 2.8 eV/Å. Number 4: F_max 11.2 eV/Å.